A 9-piece molecular cluster, C37H45BCl3F4N8 overall in a non-equilibrium geometry, computed with ωB97M-V/def2-TZVPD.

Values from the calculation:
HOMO-LUMO gap (alpha / beta) = 5.59 / 6.64 eV
E_tot = -100135.9540 eV
Largest force on an atom = 0.082 hartree/bohr
Expectation value of S² = 0.77
Multiplicity = 2
HOMO level (alpha / beta) = -6.09 / -7.53 eV

Last column: Mulliken charge in e.
Cartesian coordinates (Å):
1 C -3.796 -3.286 6.970  -1.0293
2 N -3.596 -3.090 5.517  0.1027
3 C -4.087 -3.965 4.627  -0.5355
4 C -3.674 -3.953 3.275  -0.6399
5 C -2.789 -2.994 2.839  0.2128
6 C -2.335 -2.038 3.743  -0.1315
7 C -2.771 -2.064 5.110  -0.4715
8 C -2.382 -2.882 1.420  0.8899
9 C -3.245 -3.159 0.346  -0.8773
10 C -2.744 -3.217 -0.951  -0.4131
11 N -1.461 -2.980 -1.200  0.2563
12 C -0.586 -2.683 -0.190  -0.2938
13 C -1.058 -2.574 1.111  -0.6411
14 C -0.946 -2.969 -2.549  -1.2359
15 H -3.105 -4.068 7.283  0.3416
16 H -4.834 -3.505 7.222  0.3910
17 H -3.591 -2.290 7.363  0.2927
18 H -4.641 -4.826 4.969  0.3595
19 H -3.972 -4.753 2.613  0.4882
20 H -1.641 -1.248 3.494  0.0565
21 H -2.440 -1.278 5.772  0.3653
22 H -4.266 -3.433 0.567  0.6181
23 H -3.294 -3.519 -1.830  0.4734
24 H 0.455 -2.631 -0.471  0.5587
25 H -0.349 -2.579 1.926  0.5298
26 H -0.810 -4.020 -2.806  0.3323
27 H 0.028 -2.482 -2.504  0.2671
28 H -1.598 -2.359 -3.174  0.6159
29 B 1.040 0.778 -1.063  -0.4869
30 F 2.380 0.816 -1.375  -0.1941
31 F 0.398 1.934 -1.401  -0.7871
32 F 0.535 -0.336 -1.670  0.0905
33 F 0.957 0.537 0.293  0.4765
34 C 5.322 0.520 -3.165  1.1732
35 Cl 4.996 -1.151 -2.697  -0.1347
36 Cl 6.006 0.555 -4.810  -0.1534
37 Cl 6.424 1.445 -2.113  -0.1426
38 H 4.425 1.121 -3.314  -0.7722
39 N -2.411 -0.341 -6.089  -0.0387
40 C -2.852 0.937 -5.735  -0.6032
41 C -2.054 1.461 -4.744  -0.7165
42 C -1.020 0.530 -4.574  0.4556
43 C -1.308 -0.673 -5.271  -1.2898
44 H -2.905 -0.894 -6.774  0.2011
45 H -3.726 1.343 -6.223  0.4235
46 H -1.993 2.454 -4.323  0.4390
47 H -0.221 0.637 -3.855  0.5282
48 H -0.767 -1.607 -5.316  0.5653
49 N 2.939 -1.753 0.158  0.4102
50 C 2.803 -1.784 1.482  -0.4054
51 C 2.764 -3.139 1.899  -0.8408
52 C 2.777 -3.914 0.772  -0.6156
53 C 3.014 -3.059 -0.303  -0.6624
54 H 3.123 -0.908 -0.364  0.0254
55 H 2.787 -0.815 1.959  0.6359
56 H 2.738 -3.426 2.940  0.4899
57 H 2.715 -4.992 0.730  0.4548
58 H 3.255 -3.161 -1.350  0.4030
59 N 2.281 2.926 -3.408  0.3859
60 C 2.364 2.508 -4.719  -0.3962
61 C 3.460 3.107 -5.304  -0.6480
62 C 3.991 3.906 -4.287  -0.6233
63 C 3.362 3.716 -3.123  -0.3029
64 H 1.695 2.553 -2.674  0.2474
65 H 1.735 1.741 -5.145  0.3807
66 H 3.889 2.952 -6.284  0.4484
67 H 4.818 4.590 -4.409  0.3957
68 H 3.517 4.089 -2.121  0.1658
69 N -1.918 1.475 -0.376  0.3895
70 C -2.998 2.185 -0.869  -0.3662
71 C -4.023 1.902 0.009  -0.9663
72 C -3.502 1.012 0.991  -0.8473
73 C -2.185 0.715 0.690  -0.2675
74 H -1.017 1.494 -0.831  0.3992
75 H -2.940 2.832 -1.732  0.4171
76 H -5.077 2.117 -0.084  0.3775
77 H -3.944 0.563 1.868  0.4917
78 H -1.467 0.120 1.234  0.7933
79 N 2.294 3.502 0.006  0.4762
80 C 1.488 4.631 -0.172  -0.5891
81 C 2.172 5.677 0.347  -0.5663
82 C 3.355 5.247 0.858  -0.6128
83 C 3.500 3.912 0.521  -0.7122
84 H 2.013 2.596 -0.343  0.0724
85 H 0.468 4.589 -0.525  0.4152
86 H 1.914 6.724 0.290  0.4086
87 H 4.101 5.874 1.323  0.3873
88 H 4.259 3.166 0.701  0.4779
89 N 0.492 0.785 3.309  0.2821
90 C -0.410 1.798 3.671  -0.4326
91 C -0.821 1.580 4.947  -0.6680
92 C -0.174 0.428 5.441  -0.8944
93 C 0.598 -0.068 4.389  -0.3633
94 H 0.890 0.710 2.384  0.0843
95 H -0.486 2.671 3.040  0.4612
96 H -1.384 2.357 5.443  0.4507
97 H -0.179 -0.026 6.421  0.6304
98 H 1.254 -0.923 4.323  0.4064

Force components x, y, z for each atom (eV/Å):
0.0102 0.7729 -1.0452
-0.3076 0.8363 1.4444
0.8880 -1.3794 -3.2976
-1.6673 -0.7876 2.7618
0.9978 1.1784 -2.9629
-0.5407 0.4563 4.1558
1.2254 -0.1950 -3.9290
-0.5750 -0.1216 1.3530
0.2034 -0.7209 -0.9698
-1.0899 -0.2204 1.2502
1.3022 1.0332 1.1277
-1.0264 0.0262 1.0943
1.1797 -0.8677 -1.0257
0.5405 -0.1507 0.0313
-0.1147 0.1982 0.4604
0.0879 -0.2822 -0.2291
0.2706 -0.4122 0.6169
-0.1997 0.2509 0.3658
-0.3035 -0.0172 0.1064
-0.0649 0.1195 -0.1805
-0.1733 -0.2704 0.3051
-0.1256 0.1117 -0.3111
-0.4316 0.1880 0.1474
0.0110 0.2377 0.1688
0.2903 0.5478 -0.1177
-0.1606 0.1626 -0.7690
-0.1262 -0.0295 -0.2352
0.0464 -0.4131 -0.2007
0.9163 -2.2621 0.5306
1.4944 0.6781 -0.4273
0.0561 1.2942 -0.9091
-1.1688 -0.8743 -1.1876
-0.3472 0.4315 1.6960
0.2654 0.9260 -1.0405
0.0857 0.5353 0.2790
0.2081 -0.3041 -0.1000
-0.4475 -0.6405 0.1481
-0.2107 -0.3950 0.6903
0.2815 0.8591 1.5076
-0.2652 -0.6717 -0.2852
0.6172 -0.2022 -1.3231
0.0443 -2.6284 0.6568
-0.4652 2.7623 -0.5081
0.3368 -0.0938 0.3253
0.0809 -0.0104 0.0245
-0.5303 -0.0518 -0.1230
0.0450 -0.1255 -0.0711
-0.1334 0.1526 -0.2503
0.5735 -1.5783 -0.6219
0.0638 -0.5654 1.2447
-0.6520 2.9246 1.5977
0.9623 -0.5268 -2.0078
-0.5397 0.8723 -0.4881
-0.1613 -0.1360 -0.2499
-0.0129 -0.3420 0.5813
-0.2285 -0.1855 -0.1221
0.1639 0.0791 -0.0831
-0.2674 -0.5571 0.0761
0.1987 -0.7386 -0.0228
0.0618 -0.4800 -0.2517
-0.8850 -0.3155 0.4162
2.8022 1.3321 -0.8129
-1.5106 0.1003 0.8354
-0.0640 0.0384 -0.5791
-0.2760 0.1753 0.2558
-0.3535 0.0731 0.0129
0.1887 -0.1477 0.0248
0.0109 0.1865 -0.2229
1.2397 0.6127 -2.1937
0.2162 -0.8855 1.4328
-0.3370 -0.6098 0.2240
0.1674 -0.9498 0.5670
-1.6396 0.9369 0.5795
-0.7263 0.1585 0.2082
0.1096 -0.2311 0.0879
0.1588 0.4681 0.0010
-0.5927 0.2098 -0.1352
0.0735 0.2007 -0.3168
-0.7469 1.3390 -0.6794
-0.1146 -1.4102 0.2220
-1.6433 1.9731 -0.4576
2.9695 -1.0756 0.0561
-0.8150 -0.6401 0.8488
0.6744 0.3784 0.3713
0.2287 -0.2315 -0.2104
-0.4424 -0.1180 0.1801
0.0637 -0.1381 -0.0735
0.0952 0.2547 0.0860
-1.4635 0.6939 1.2520
1.5349 -0.6231 -1.0220
-0.0655 1.0146 0.1780
0.7745 -0.9623 -0.9674
0.0464 0.4630 -0.1054
0.0489 -0.2108 0.0921
-0.3888 -0.1917 -0.0489
-0.1922 -0.4075 0.3611
-0.2106 0.1593 -0.0122
-0.1079 -0.0181 0.1429